[1]
Here is 2 unconnected molecules or ions with the total composition C3H6N2O2 from the Open Molecules 2025 dataset. Energies are from ωB97M-V/def2-TZVPD.

Summary:
E_tot in hartree: -377.9123
2S+1: 1
ΔE to the lowest compared entry with this formula, charge and spin in eV: 1.2800
Molar mass in g/mol: 102.093

Each line ends with the natural charge from an NBO analysis.
Geometry (Å):
O: -0.125688 -0.437196 -1.638055  -0.67
O: 1.558456 0.000956 -0.287344  -0.62
N: 0.417292 -1.806372 1.645925  -0.85
N: -1.644973 -0.587513 1.085924  -0.44
C: -0.692681 -1.185271 1.321827  0.44
C: 0.546502 0.379727 -0.814064  0.82
C: -0.059667 1.741425 -0.616084  -0.75
H: 0.626339 2.373441 -0.060552  0.24
H: -0.976947 -0.067410 -1.907241  0.49
H: -0.291565 2.202067 -1.574631  0.23
H: 0.376607 -2.813916 1.687757  0.41
H: 1.245930 -1.425229 1.199895  0.44
H: -0.979603 1.625291 -0.043357  0.26

Cartesian forces (eV/Å) of the 6 atoms listed first:
0.1 -0.3 -0.3
0.1 -0.1 0.0
1.0 -0.6 0.3
-0.6 0.3 -0.2
-0.5 0.2 0.1
-0.3 0.4 0.0

=====

[2]
Here is a single C3H6N2O2 molecule from the Open Molecules 2025 dataset. Energies are from ωB97M-V/def2-TZVPD.

Summary:
E_tot in hartree: -377.7825
2S+1: 1
ΔE to the lowest compared entry with this formula, charge and spin in eV: 4.8130
Molar mass in g/mol: 102.093

Each line ends with the natural charge from an NBO analysis.
Geometry (Å):
O: 0.246361 -1.787411 -0.580240  -0.59
O: -2.236550 -0.816418 -0.316328  -0.58
N: -1.355316 1.356304 -0.372375  -0.62
N: -1.133835 0.028504 -0.048331  -0.05
C: 2.422666 -0.119457 0.573926  -0.31
C: 0.136911 -0.630625 -0.195901  0.60
C: 1.105132 0.074267 0.664737  -0.31
H: 0.447969 0.945717 1.050706  0.24
H: -1.571459 1.395925 -1.368975  0.35
H: -1.803767 -1.644580 -0.613041  0.49
H: 3.125307 0.539330 1.072933  0.21
H: -2.216680 1.625627 0.103206  0.37
H: 2.833262 -0.967183 0.029682  0.22

Cartesian forces (eV/Å) of the 6 atoms listed first:
-0.7 1.1 -0.3
0.3 0.0 -0.7
-0.3 -0.4 -0.4
0.5 -1.6 0.1
-0.5 0.2 0.6
-0.8 -1.0 1.7

=====

[3]
Here is a single C3H6N2O2 molecule from the Open Molecules 2025 dataset. Energies are from ωB97M-V/def2-TZVPD.

Summary:
E_tot in hartree: -377.8207
2S+1: 1
ΔE to the lowest compared entry with this formula, charge and spin in eV: 3.7716
Molar mass in g/mol: 102.093

Each line ends with the natural charge from an NBO analysis.
Geometry (Å):
O: -0.202376 0.693359 -1.186914  -0.38
O: -1.032646 -1.058566 -0.180781  -0.47
N: 0.259201 0.668601 0.165716  -0.20
N: 0.530205 -1.291419 1.522738  -0.72
C: 0.010227 -0.641627 0.563155  0.66
C: -1.417029 0.061657 -0.951262  0.21
C: 1.589602 1.191919 0.202318  -0.43
H: 1.580004 2.269356 -0.203477  0.23
H: 2.019748 1.135259 1.215698  0.22
H: -1.821639 -0.338764 -1.845770  0.19
H: -2.072980 0.779082 -0.425145  0.16
H: 1.338186 -0.824688 2.009467  0.35
H: 2.214213 0.589451 -0.513651  0.20

Cartesian forces (eV/Å) of the 6 atoms listed first:
0.1 0.6 -0.3
-0.3 -0.6 0.8
0.1 0.7 -0.1
0.4 0.3 -0.1
0.7 -0.1 1.8
0.1 0.2 0.1

=====

[4]
Here is a single C3H6N2O2 molecule from the Open Molecules 2025 dataset. Energies are from ωB97M-V/def2-TZVPD.

Summary:
E_tot in hartree: -377.7538
2S+1: 1
ΔE to the lowest compared entry with this formula, charge and spin in eV: 5.5939
Molar mass in g/mol: 102.093

Each line ends with the natural charge from an NBO analysis.
Geometry (Å):
O: -1.596082 0.618871 -1.079505  -0.39
O: 0.947375 -0.265503 0.898278  -0.48
N: -1.384627 -0.105604 0.166133  -0.33
N: 0.071196 1.832143 0.098638  -0.60
C: -0.008962 0.411586 0.231488  0.44
C: -0.241537 1.046938 -1.077133  0.15
C: 1.118812 -1.604183 0.443489  -0.25
H: 0.252725 -2.222058 0.702169  0.19
H: 2.012688 -1.986069 0.940830  0.20
H: 0.262383 1.197956 -2.024112  0.21
H: 1.264115 -1.626816 -0.644211  0.18
H: -1.981189 0.348486 0.863497  0.34
H: -0.716897 2.354251 0.480440  0.36

Cartesian forces (eV/Å) of the 6 atoms listed first:
-0.1 0.1 -0.3
0.0 0.1 0.0
-0.1 -0.1 0.4
-0.1 0.1 0.1
0.1 -0.1 0.1
0.2 0.1 -0.4

=====

[5]
Here is 2 unconnected molecules or ions with the total composition C3H6N2O2 from the Open Molecules 2025 dataset. Energies are from ωB97M-V/def2-TZVPD.

Summary:
E_tot in hartree: -377.8418
2S+1: 1
ΔE to the lowest compared entry with this formula, charge and spin in eV: 3.1971
Molar mass in g/mol: 102.093

Each line ends with the natural charge from an NBO analysis.
Geometry (Å):
O: -1.750177 1.483444 -0.200844  -0.65
O: -1.264744 -1.488814 0.007247  -0.98
N: 0.147234 0.726920 -1.131915  -0.44
N: 1.266483 -0.082869 -0.805806  -0.40
C: -0.644545 1.028038 -0.088902  0.60
C: 1.229974 -0.044061 0.560889  0.04
C: 0.235162 0.719878 1.093956  -0.42
H: -0.991042 -2.250980 0.609063  0.48
H: 2.010376 -0.320557 -1.443248  0.42
H: -1.855102 -0.783336 0.446708  0.50
H: -0.159254 0.832297 2.072275  0.23
H: 2.017614 -0.511260 1.016477  0.20
H: -0.241983 0.691295 -2.135903  0.41

Cartesian forces (eV/Å) of the 6 atoms listed first:
-1.8 0.5 0.2
-0.8 -0.5 1.2
0.9 -0.8 -5.2
-2.8 1.1 1.3
2.5 0.2 1.8
-0.2 1.3 -0.4

=====

[6]
Here is 2 unconnected molecules or ions with the total composition C3H6N2O2 from the Open Molecules 2025 dataset. Energies are from ωB97M-V/def2-TZVPD.

Summary:
E_tot in hartree: -377.7569
2S+1: 1
ΔE to the lowest compared entry with this formula, charge and spin in eV: 5.5093
Molar mass in g/mol: 102.093

Each line ends with the natural charge from an NBO analysis.
Geometry (Å):
O: 0.621084 -0.755656 0.981760  -0.28
O: -0.327467 2.560560 0.631438  -1.01
N: -0.696897 0.135112 -0.561030  -0.52
N: -0.344247 0.052213 1.647188  -0.31
C: -1.103968 0.636558 0.609935  0.34
C: 0.317099 -0.587818 -0.284246  0.61
C: 0.942196 -1.558602 -1.283624  -0.67
H: -2.033772 1.175486 0.682331  0.25
H: 1.605437 -0.835583 -1.633613  0.25
H: 0.011927 0.669674 2.385684  0.43
H: -0.671314 2.736133 -0.193008  0.42
H: 0.276392 -1.817723 -2.130933  0.25
H: 1.403531 -2.410355 -0.851881  0.24

Cartesian forces (eV/Å) of the 6 atoms listed first:
0.2 1.3 1.2
0.4 -2.8 3.0
-0.3 0.0 -1.0
-1.7 0.1 -0.1
2.2 3.2 1.2
-1.0 -3.5 -1.5

=====

[7]
Here is a single C3H6N2O2 molecule from the Open Molecules 2025 dataset. Energies are from ωB97M-V/def2-TZVPD.

Summary:
E_tot in hartree: -377.8040
2S+1: 1
ΔE to the lowest compared entry with this formula, charge and spin in eV: 4.2282
Molar mass in g/mol: 102.093

Each line ends with the natural charge from an NBO analysis.
Geometry (Å):
O: 0.461600 0.097730 1.645136  -0.74
O: -1.645986 2.130024 0.040459  -0.52
N: -1.566534 -1.510921 -0.294375  -0.64
N: -0.987397 -0.255346 -0.368833  -0.31
C: 1.465052 0.328814 -0.585280  -0.64
C: 0.194446 0.325170 0.227808  0.29
C: -1.007438 1.140322 -0.020542  0.68
H: -1.280338 -2.108391 -1.064721  0.36
H: 2.079845 1.178894 -0.297783  0.22
H: 0.340041 0.875902 2.202609  0.49
H: 1.236184 0.403136 -1.645602  0.22
H: -1.306161 -2.015193 0.555358  0.36
H: 2.016686 -0.590141 -0.394235  0.22

Cartesian forces (eV/Å) of the 6 atoms listed first:
-0.2 -0.6 -1.2
-0.3 0.4 0.0
-0.7 -0.8 0.3
0.5 2.2 0.9
0.0 0.1 0.3
1.1 0.6 0.9

=====

[8]
Here is a single C3H6N2O2 molecule from the Open Molecules 2025 dataset. Energies are from ωB97M-V/def2-TZVPD.

Summary:
E_tot in hartree: -377.8708
2S+1: 1
ΔE to the lowest compared entry with this formula, charge and spin in eV: 2.4092
Molar mass in g/mol: 102.093

Each line ends with the natural charge from an NBO analysis.
Geometry (Å):
O: 1.145979 -0.653072 -1.534899  -0.58
O: 0.157397 0.626205 0.013751  -0.50
N: -2.287536 -1.272620 1.756360  -0.63
N: -1.374666 -0.260937 1.404502  -0.26
C: -0.599158 -0.460772 0.425686  0.29
C: 1.866301 1.659535 -1.181233  -0.72
C: 1.059741 0.415152 -0.977420  0.80
H: 1.209500 2.485698 -1.361758  0.24
H: -1.952419 -2.210126 1.598094  0.34
H: -2.496666 -1.159060 2.715067  0.36
H: -0.398675 -1.372238 -0.166926  0.18
H: 2.369081 1.928815 -0.260447  0.25
H: 2.516288 1.593268 -2.083083  0.24

Cartesian forces (eV/Å) of the 6 atoms listed first:
0.4 0.8 -0.1
-0.2 0.0 0.5
0.7 0.6 -1.0
-0.1 -0.5 -0.7
-0.2 -0.2 0.2
0.4 -0.2 -1.1

=====

[9]
Here is a single C3H6N2O2 molecule from the Open Molecules 2025 dataset. Energies are from ωB97M-V/def2-TZVPD.

Summary:
E_tot in hartree: -377.9392
2S+1: 1
ΔE to the lowest compared entry with this formula, charge and spin in eV: 0.5475
Molar mass in g/mol: 102.093

Each line ends with the natural charge from an NBO analysis.
Geometry (Å):
O: -1.615958 -0.513010 1.085832  -0.62
O: 2.639960 0.108307 2.482571  -0.56
N: -0.163153 0.063776 -0.563651  -0.63
N: 0.507914 0.005756 1.698015  -0.66
C: -1.207523 -0.003299 -1.572416  -0.41
C: 1.874251 0.043916 1.550158  0.54
C: -0.504784 -0.170851 0.735438  0.79
H: -1.437615 -1.040947 -1.828728  0.21
H: 2.215382 0.004431 0.500493  0.11
H: -0.865132 0.511778 -2.470497  0.20
H: 0.168940 -0.079845 2.648765  0.43
H: -2.121013 0.472001 -1.203543  0.22
H: 0.663383 0.599265 -0.773747  0.40

Cartesian forces (eV/Å) of the 6 atoms listed first:
0.3 0.1 -0.1
-0.3 0.0 -0.3
0.1 0.1 0.2
0.0 0.0 0.1
-0.1 0.0 -0.1
0.1 0.0 0.1

=====

[10]
Here is 2 unconnected molecules or ions with the total composition C3H6N2O2 from the Open Molecules 2025 dataset. Energies are from ωB97M-V/def2-TZVPD.

Summary:
E_tot in hartree: -377.6075
2S+1: 1
ΔE to the lowest compared entry with this formula, charge and spin in eV: 9.5750
Molar mass in g/mol: 102.093

Each line ends with the natural charge from an NBO analysis.
Geometry (Å):
O: -2.549860 -0.276435 0.266502  -0.57
O: 1.759254 -1.031293 0.633184  -0.52
N: 0.849117 -1.151185 -0.460340  -0.37
N: -1.412057 -1.060787 -0.039477  -0.17
C: 0.826115 1.768669 -0.002715  -0.38
C: -0.385183 -0.458078 -0.118552  0.31
C: -0.417497 1.104967 -0.086956  -0.30
H: 2.717636 -1.576432 -0.183749  0.46
H: 0.909782 2.845056 0.388916  0.21
H: -3.251555 -1.028277 0.451858  0.49
H: 1.900408 1.213501 -0.138682  0.23
H: 0.620823 -2.121435 -0.552797  0.35
H: -1.566987 1.771735 -0.157187  0.27

Cartesian forces (eV/Å) of the 6 atoms listed first:
-1.7 -2.7 0.2
4.8 -3.0 -4.0
-2.1 1.6 -0.2
-5.4 -4.1 1.2
-0.7 -1.1 0.6
4.7 5.8 -1.5